102
Properties=species:S:1:pos:R:3 method="wB97M-V/def2-TZVPD" lumo_energy_ev=-5.32
C 1.63 3.35 0.50
C 0.84 3.30 -0.76
C -0.54 3.88 -0.78
N 1.39 2.77 -1.80
C 0.98 1.53 -2.30
C 1.86 0.30 -1.98
C 1.87 -0.70 -3.15
O 1.48 -1.95 -2.63
C 3.27 -0.94 -3.79
C 4.45 -0.79 -2.83
C 4.39 -1.68 -1.60
F 5.67 -1.93 -1.15
C 0.91 -0.01 -4.19
C -0.38 -0.66 -4.70
C -1.29 -1.36 -3.72
C -1.72 -0.58 -2.51
C -1.24 -0.96 -1.28
C -1.60 -0.31 -0.11
C -2.47 0.76 -0.18
C -2.98 1.14 -1.41
C -2.61 0.49 -2.57
N 0.84 1.44 -3.82
C 1.66 2.36 -4.66
C 3.17 2.34 -4.47
O 3.90 2.16 -5.40
F 3.66 2.57 -3.27
H 2.05 2.37 0.71
H 1.09 3.78 1.33
H 2.48 4.01 0.28
H -0.92 4.04 0.22
H -1.17 3.18 -1.32
H -0.55 4.80 -1.35
H -0.05 1.38 -1.95
H 2.82 0.73 -1.71
H 1.47 -0.08 -1.04
H 1.22 -2.54 -3.35
H 3.26 -1.97 -4.12
H 3.44 -0.31 -4.66
H 4.55 0.26 -2.56
H 5.36 -1.03 -3.38
H 3.83 -1.22 -0.80
H 3.93 -2.63 -1.87
H 1.50 0.03 -5.10
H -0.96 0.13 -5.19
H -0.09 -1.35 -5.49
H -2.20 -1.61 -4.27
H -0.87 -2.31 -3.42
H -0.57 -1.80 -1.19
H -1.16 -0.67 0.85
H -2.72 1.27 0.74
H -3.68 1.97 -1.44
H -3.03 0.80 -3.52
H -0.10 1.74 -4.07
H 1.34 3.38 -4.47
H 1.51 2.17 -5.71
C -7.05 1.86 1.02
C -5.88 1.04 1.54
O -5.59 -0.07 0.69
H -7.94 1.23 0.93
H -7.27 2.69 1.68
H -6.83 2.25 0.02
H -6.11 0.63 2.52
H -4.99 1.66 1.63
H -5.36 0.29 -0.18
N 3.56 0.20 1.85
C 2.72 -0.35 2.73
C 3.11 -1.09 3.82
C 4.47 -1.28 4.04
C 5.37 -0.72 3.14
C 4.87 0.01 2.07
H 1.65 -0.19 2.55
H 2.37 -1.51 4.49
H 4.81 -1.86 4.89
H 6.43 -0.84 3.27
H 5.54 0.47 1.35
O -0.64 1.89 3.14
H 0.28 1.79 3.39
H -0.79 1.12 2.55
O 1.63 -3.02 5.85
S 2.41 -3.33 7.06
O 1.89 -2.51 8.15
O 3.81 -3.01 6.80
O 2.26 -4.75 7.39
C -1.28 -5.74 -3.58
Cl -1.66 -5.12 -1.98
Cl -2.78 -5.92 -4.53
Cl -0.08 -4.71 -4.36
H -0.85 -6.73 -3.47
Be -2.29 -4.22 -6.44
C -2.83 1.99 5.50
C -3.81 1.06 4.81
O -4.60 1.47 3.98
N -3.76 -0.25 5.14
C -2.88 -0.91 6.09
H -2.99 3.00 5.13
H -3.00 1.98 6.58
H -1.81 1.69 5.29
H -4.43 -0.81 4.64
H -2.30 -1.67 5.58
H -3.48 -1.39 6.87
H -2.21 -0.20 6.56
Br -0.37 -1.22 2.62

136
Properties=species:S:1:pos:R:3 method="wB97M-V/def2-TZVPD" smiles="COCCNCCOC.COCCNCCOC.COCCNCCOC.COCCNCCOC.COCCNCCOC.NC(N)=O.NC(N)=O" lumo_energy_ev=0.55 relative_energy_ev=5.804
C 1.56 9.31 3.44
O 0.48 8.78 3.64
N 1.76 10.51 2.95
N 2.72 8.74 3.60
H 0.96 11.12 3.02
H 2.64 10.88 2.63
H 3.59 9.15 3.29
H 2.63 7.77 3.90
C 3.11 2.96 7.84
O 3.94 3.79 8.01
N 1.83 3.14 7.79
N 3.25 1.66 7.92
H 1.13 2.42 7.78
H 1.46 4.08 7.78
H 4.15 1.20 8.00
H 2.42 1.09 7.83
C -12.03 6.44 2.49
O -12.93 7.50 2.63
C -14.28 7.06 3.08
C -14.92 8.32 3.48
N -16.32 8.31 3.83
C -16.60 7.70 5.09
C -15.87 8.41 6.30
O -15.94 9.81 6.06
C -15.89 10.65 7.22
H -10.99 6.73 2.35
H -12.30 5.70 1.74
H -12.03 6.01 3.50
H -14.20 6.46 3.98
H -14.78 6.55 2.26
H -14.93 8.88 2.54
H -14.31 8.91 4.16
H -16.44 9.26 4.13
H -16.33 6.65 4.97
H -17.68 7.69 5.24
H -14.79 8.26 6.28
H -16.33 8.08 7.24
H -16.67 10.40 7.94
H -16.10 11.70 6.99
H -14.93 10.63 7.72
C -4.93 -5.39 -3.78
O -3.50 -5.34 -4.01
C -2.58 -5.32 -2.86
C -1.19 -5.67 -3.41
N -0.61 -6.90 -2.79
C 0.69 -7.07 -3.47
C 1.23 -8.53 -3.32
O 0.24 -9.36 -3.96
C 0.55 -9.64 -5.26
H -5.31 -4.37 -3.79
H -5.13 -6.03 -2.92
H -5.44 -5.85 -4.63
H -2.96 -5.82 -1.97
H -2.47 -4.29 -2.52
H -0.61 -4.86 -2.98
H -1.25 -5.72 -4.49
H -1.16 -7.71 -3.03
H 1.40 -6.37 -3.02
H 0.63 -6.87 -4.54
H 1.42 -8.73 -2.27
H 2.22 -8.66 -3.75
H 0.78 -8.79 -5.90
H -0.20 -10.32 -5.67
H 1.50 -10.17 -5.34
C -0.62 0.51 0.74
O -0.52 1.28 -0.45
C -0.86 2.66 -0.27
C -2.41 2.82 -0.10
N -3.06 2.57 -1.26
C -3.14 3.78 -2.17
C -3.35 3.33 -3.60
O -2.16 2.78 -4.13
C -1.68 1.39 -3.96
H -0.05 -0.40 0.56
H -1.59 0.05 0.93
H -0.25 1.03 1.62
H -0.44 3.18 -1.13
H -0.35 2.98 0.64
H -2.66 3.74 0.42
H -2.65 2.05 0.64
H -2.65 1.75 -1.69
H -2.20 4.33 -2.16
H -4.06 4.25 -1.84
H -3.66 4.10 -4.30
H -4.13 2.57 -3.66
H -2.44 0.61 -4.03
H -1.20 1.43 -2.99
H -0.90 1.29 -4.72
C 12.59 -12.90 9.89
O 11.96 -11.60 9.99
C 12.91 -10.54 10.00
C 12.31 -9.18 9.70
N 11.25 -9.22 8.70
C 10.52 -7.99 8.62
C 9.32 -8.21 7.67
O 8.86 -6.95 7.29
C 8.04 -6.97 6.10
H 11.82 -13.66 9.78
H 13.26 -13.19 10.70
H 13.21 -12.85 8.99
H 13.67 -10.75 9.24
H 13.47 -10.56 10.93
H 13.02 -8.37 9.54
H 11.87 -9.04 10.69
H 10.62 -10.00 8.74
H 11.18 -7.25 8.17
H 10.22 -7.65 9.61
H 8.40 -8.72 7.97
H 9.68 -8.74 6.79
H 7.37 -6.11 6.20
H 7.34 -7.79 5.93
H 8.64 -6.92 5.19
C 4.82 3.44 -15.28
O 5.07 4.43 -14.32
C 5.91 3.92 -13.32
C 5.31 2.90 -12.27
N 5.69 1.46 -12.40
C 5.35 0.58 -11.36
C 6.02 0.80 -9.95
O 5.29 -0.12 -9.03
C 5.70 0.15 -7.67
H 4.50 2.46 -14.92
H 5.67 3.42 -15.96
H 4.07 3.84 -15.97
H 6.28 4.85 -12.89
H 6.81 3.49 -13.77
H 4.24 3.08 -12.17
H 5.77 3.15 -11.31
H 5.90 1.03 -13.29
H 5.34 -0.42 -11.78
H 4.28 0.72 -11.22
H 5.93 1.79 -9.51
H 7.09 0.66 -10.07
H 5.37 1.14 -7.34
H 6.76 -0.08 -7.59
H 5.00 -0.48 -7.12